No. 1
Below is a single C21H25N5O2S molecule, with properties calculated with the ωB97M-V functional and the def2-TZVPD basis.

Summary:
2S+1: 1
LUMO in eV: 0.52
SMILES string: COc1ccc(-n2c(Cc3cccn3C)nnc2SCC(=O)N2CCCC2)cc1

Last column: natural (NBO) charge in e.
Element x y z (Å)
C (-2.99, -3.63, 0.82)  -0.252
H (-3.88, -4.18, 1.11)  0.203
O (-2.89, -2.55, 1.72)  -0.491
C (-1.84, -1.70, 1.61)  0.297
C (-1.79, -0.67, 2.55)  -0.264
C (-0.76, 0.25, 2.53)  -0.189
C (0.23, 0.16, 1.55)  0.157
C (0.17, -0.85, 0.61)  -0.218
C (-0.84, -1.79, 0.64)  -0.270
H (-0.85, -2.57, -0.10)  0.222
H (0.92, -0.90, -0.17)  0.253
N (1.25, 1.13, 1.51)  -0.399
C (1.06, 2.49, 1.47)  0.142
N (2.20, 3.11, 1.43)  -0.268
N (3.16, 2.18, 1.44)  -0.294
C (2.61, 1.00, 1.48)  0.356
C (3.38, -0.27, 1.56)  -0.484
C (3.30, -1.13, 0.34)  0.134
C (3.07, -2.49, 0.28)  -0.303
C (3.12, -2.86, -1.07)  -0.312
C (3.38, -1.73, -1.79)  -0.068
N (3.50, -0.68, -0.93)  -0.326
C (3.73, 0.68, -1.34)  -0.425
H (2.78, 1.21, -1.47)  0.242
H (4.26, 0.68, -2.29)  0.207
H (4.32, 1.21, -0.60)  0.225
H (3.49, -1.59, -2.84)  0.210
H (2.98, -3.85, -1.46)  0.219
H (2.88, -3.13, 1.12)  0.217
H (4.42, 0.02, 1.76)  0.253
H (3.02, -0.86, 2.41)  0.244
S (-0.51, 3.25, 1.41)  0.254
C (-0.49, 3.62, -0.39)  -0.602
H (-1.38, 4.21, -0.59)  0.236
C (-0.46, 2.31, -1.16)  0.674
O (0.58, 1.88, -1.63)  -0.650
N (-1.63, 1.67, -1.28)  -0.431
C (-1.71, 0.44, -2.06)  -0.214
C (-3.21, 0.13, -2.10)  -0.410
H (-3.68, 0.63, -2.94)  0.204
C (-3.71, 0.72, -0.78)  -0.407
H (-3.46, 0.05, 0.05)  0.212
C (-2.90, 2.01, -0.66)  -0.220
H (-3.38, 2.82, -1.22)  0.184
H (-2.76, 2.32, 0.37)  0.220
H (-4.78, 0.90, -0.78)  0.218
H (-3.40, -0.94, -2.18)  0.216
H (-1.14, -0.35, -1.57)  0.206
H (-1.28, 0.61, -3.05)  0.215
H (0.42, 4.19, -0.59)  0.264
H (-0.72, 1.04, 3.27)  0.226
H (-2.56, -0.62, 3.30)  0.230
H (-3.10, -3.28, -0.21)  0.173
H (-2.12, -4.29, 0.89)  0.181

***

No. 2
Below is a gas-phase ion, C2H5N3S (charge +2), with properties calculated with the ωB97M-V functional and the def2-TZVPD basis.

Summary:
2S+1: 1
LUMO (alpha / beta) in eV: -11.92 / -11.92
Net charge: +2

Last column: natural (NBO) charge in e.
Element x y z (Å)
C (-0.18, 1.05, -0.90)  0.309
C (-0.39, -1.22, -0.21)  0.051
N (-0.62, 1.37, 0.26)  -0.580
N (-0.01, -0.36, -1.10)  -0.460
N (0.66, -0.71, 1.87)  -0.803
S (-0.78, -0.72, 1.49)  1.400
H (0.05, 1.72, -1.72)  0.278
H (-0.16, -2.28, -0.56)  0.331
H (-0.88, 2.24, 0.65)  0.458
H (0.66, -0.49, -1.88)  0.492
H (1.64, -0.60, 2.11)  0.525

***

| no. | strongest force on any atom (eV/Å) | E (eV) |
| --- | --- | --- |
| 1 | 1.11 | -44563.6244 |
| 2 | 3.70 | -17436.8216 |